274
Properties=species:S:1:pos:R:3:forces:R:3 method="wB97M-V/def2-TZVPD" e_homo_ev=-8.381 e_lumo_ev=0.238 largest_force_ha_per_bohr=0.0754 total_charge=0
C -0.05569 -6.60704 2.29248 0.935 0.016 0.824
C 2.49208 2.18825 3.44115 -1.005 -1.992 -0.532
H -1.74218 -1.62684 4.37441 -0.018 0.045 -0.088
H -2.24947 4.53912 4.45549 -0.169 -0.417 -0.264
H -0.98641 -8.47798 3.98800 0.285 0.112 -0.467
H 2.83004 1.45588 -1.57098 0.204 0.259 -0.355
H 3.95847 -4.18363 -0.21134 0.259 -0.202 -0.065
C -7.44124 2.49523 2.85475 0.692 1.248 -0.776
H -4.15858 2.07975 -5.15602 -0.288 0.363 -0.010
C 7.12552 4.29789 -1.68884 0.667 1.751 0.659
C 4.41999 -2.37620 -1.23232 0.147 -0.814 0.299
O 1.21211 -6.88081 -5.72047 -1.130 0.078 -1.080
C 1.32287 -7.42610 -4.42090 0.475 -0.541 -1.508
C 3.29522 6.29806 -2.11598 0.194 0.932 0.710
H -0.02138 4.18102 3.48751 -0.183 0.351 -0.466
O 6.33200 -0.73924 3.06592 -0.255 1.084 -1.691
H 7.52504 -5.20344 -11.24673 0.048 0.225 0.461
H -4.76074 -1.83869 -2.89708 -0.212 -0.383 -0.245
C -2.94486 5.33541 4.72094 -1.665 0.015 1.474
H 2.30848 -9.03517 -3.46253 0.185 -0.310 -0.128
C 2.54533 2.08537 -0.72790 -1.394 0.459 -0.024
H 2.77276 1.49334 0.15860 -0.366 0.052 0.317
N 3.83717 0.18167 3.73041 -0.693 -0.063 0.306
H 4.97911 2.55989 -4.69950 -0.392 0.153 0.379
C 4.01093 -1.25515 3.81319 0.164 -0.150 -0.530
C -0.62004 -0.92978 0.03956 -1.403 -0.001 0.205
C -4.58449 1.55416 -4.30135 1.660 -0.868 0.091
C 2.43600 0.63213 3.43092 2.080 0.418 0.555
H -0.83654 -6.40094 0.41610 0.073 0.225 -0.118
H -3.34696 7.66825 -1.83021 -0.358 -0.099 0.502
C 2.14043 -8.68019 -4.47931 0.440 -0.917 -0.391
H 4.81212 9.06099 -2.62050 -0.145 0.284 -0.206
O -2.83123 6.40632 3.84563 1.041 1.541 0.042
C -1.32721 -2.38093 -2.88839 -0.497 -0.962 -0.490
H -7.97842 3.01665 2.06250 -0.700 -0.917 -0.348
N -0.31854 1.10156 1.50143 -0.337 -0.118 -0.484
H 3.48689 -1.68085 4.66891 0.147 0.032 0.237
H 0.86437 3.59042 -2.84525 -0.553 -0.253 0.283
H -3.57814 2.75545 2.25051 -0.136 0.427 -0.396
H -0.36685 4.10078 -4.00770 0.172 0.702 -0.050
H 3.59220 -2.10052 -3.21099 -0.521 0.298 0.179
H -3.83435 0.58627 4.67751 -0.150 -0.842 -0.166
H -2.11994 -9.11634 6.16788 -0.335 0.672 -0.134
H -2.97959 -3.52950 -3.76111 -0.489 0.146 -0.144
H 2.52966 -5.70811 -4.17574 0.254 -0.167 0.024
H -7.19581 -1.89088 0.86380 0.190 0.092 -0.180
N -1.74969 0.45984 6.41760 -0.264 0.178 2.140
H -1.42669 -9.10194 9.58971 0.004 -0.459 0.480
H -0.50280 -0.58414 3.53027 -0.380 -0.352 -0.399
O 4.29688 5.49635 4.41139 -0.578 0.780 0.090
H 5.98941 -2.09993 -9.76775 -0.761 0.090 -0.201
C 3.92480 6.23381 3.25706 0.585 -1.071 -0.341
H -3.29372 7.60485 0.95800 -0.630 1.206 -1.290
H 4.54115 3.43546 -6.15308 0.417 -0.310 -0.584
H -2.48523 -7.58803 -0.69879 -1.273 0.030 -0.121
N -8.10186 -1.65819 3.78485 -0.437 0.171 1.984
N 6.33428 4.22256 2.18809 -1.949 0.391 0.254
H -1.39485 5.84901 6.18620 -0.125 0.202 0.187
H -1.60115 -0.89852 -0.43428 -0.198 0.478 -0.073
H 2.08245 0.15286 2.51801 -0.389 0.316 -0.137
H -2.02763 -6.97239 -2.85130 0.798 0.280 -0.446
H 6.98100 3.29495 -2.09050 0.138 0.180 0.203
H 3.05869 3.04368 -0.64908 0.361 -0.286 -0.306
C -4.45217 4.89743 4.55127 0.934 -0.487 0.421
N -0.59763 -7.67164 4.45574 -0.130 0.807 0.788
N 6.05628 -1.32323 -7.35122 -0.212 1.666 -0.308
H 3.82288 9.22027 -0.30919 0.145 -0.072 -0.272
H 3.18041 2.53507 2.67043 0.121 0.320 -0.100
C -1.56796 0.49735 5.00587 -1.695 0.577 -1.234
C -7.41376 -0.34097 -1.56589 2.129 -0.249 0.598
O -2.73599 1.06138 2.94210 1.067 -1.322 -0.601
H -1.14702 -3.62661 3.04372 -0.914 -0.136 -0.853
H -3.73319 1.04235 -3.85254 0.279 -0.526 -0.317
H -6.22345 -1.56387 3.04421 1.111 -0.429 0.163
O 1.15048 2.49637 -0.86236 1.158 -0.731 1.275
H -0.82350 -1.42607 0.98845 0.019 0.629 0.575
C -2.39988 -6.09000 -2.33080 -0.275 -2.225 0.818
H -1.89195 -5.17890 -2.64701 -0.003 -0.154 0.391
O 7.48427 4.25951 -0.31441 -0.634 -0.879 0.655
C 6.70445 -0.68626 -6.21594 -2.206 2.034 0.796
H 1.43764 4.38297 -4.16386 -0.128 -0.129 -1.025
O -0.91518 -6.50743 -0.53474 2.891 0.540 0.518
H -3.38627 1.42461 1.04445 -0.239 -0.094 0.112
C -0.14883 -8.09669 5.78538 -0.168 -0.576 -0.024
H -2.62464 0.07637 6.74550 -0.208 -1.048 -0.570
H -7.28207 -3.26290 -0.30956 -0.407 0.109 0.154
H 6.09601 -0.62746 -8.08228 -1.067 0.862 0.020
H 2.57736 -6.91452 -2.85383 0.000 0.644 0.496
H -1.27236 1.42849 1.55998 -0.586 -1.046 -0.497
C 4.14204 7.55093 -1.69474 1.112 -0.952 -0.191
C -7.26937 0.71996 4.30254 -1.145 -1.538 1.144
H -6.21276 0.46587 4.21819 0.269 -0.170 -0.086
H -4.44845 4.23521 -2.13158 -0.513 -0.195 0.291
H 6.28168 0.82975 -4.64456 0.271 -0.311 0.420
H -0.74332 1.95664 -0.98345 -0.235 -0.048 -0.063
H -0.21961 -4.01508 1.46445 0.110 0.788 0.265
H 5.33324 3.11537 3.74622 -0.234 0.225 -0.323
H 0.67449 -8.79629 5.64111 0.273 -0.444 0.084
H 0.34830 -7.86701 -4.21140 -0.439 1.125 0.586
H 4.11789 -0.58655 -2.32024 -0.204 -0.105 -0.169
O -6.18311 3.15528 -3.61890 -0.507 0.269 0.420
H 1.39106 -7.38591 3.71011 0.288 -0.521 -0.413
H 1.20045 4.31779 2.13351 0.041 0.751 0.105
C -0.99485 -0.83900 4.46889 0.052 1.240 -0.069
H -2.98430 -5.90400 1.14292 -0.055 -0.757 0.034
C 7.43227 5.45065 0.44699 0.952 -0.035 1.051
H -2.79857 -8.11414 9.47613 -0.519 -0.069 -0.484
H 1.82551 0.34979 4.28864 -0.187 -0.224 -0.183
H 7.97664 -1.90694 -8.06601 0.151 0.401 -0.540
C -8.15540 -0.51938 4.70496 0.872 0.738 -0.929
C -3.01767 6.79241 0.28582 -1.088 0.084 -1.101
C -2.19897 -8.80292 8.88100 1.545 0.168 1.709
C -0.52929 -4.31404 2.46585 0.610 -0.661 0.533
C -3.64305 1.68212 2.07199 -0.289 0.129 1.883
H -1.72397 7.67626 -1.19170 0.016 0.710 0.142
H -6.84002 -0.65619 -4.25927 -0.174 -0.005 -0.622
H -5.83891 3.98067 -3.96798 -0.024 0.078 -0.117
C -6.92277 -2.92688 0.66311 -0.042 -0.933 1.006
C -2.78927 -2.48830 -3.50082 3.391 1.812 0.505
O 7.25548 -3.65530 -9.80747 1.595 -1.604 -0.226
C -2.91201 1.05248 4.33103 0.996 0.315 -0.268
H 0.36133 1.00140 -1.93747 0.012 -0.795 0.039
H 1.18916 -5.74214 -3.07860 0.076 -0.145 0.345
H 1.60567 -9.42409 -5.06987 -0.240 -0.188 0.290
C -3.99257 3.31126 -2.48738 -1.228 0.064 -1.040
O 0.92502 2.47605 -5.90015 0.070 0.129 -1.681
H 8.35702 6.01121 0.31011 0.109 0.350 -0.467
H 0.29107 -4.36870 3.18149 0.694 -0.039 -0.460
C 4.28000 -3.89336 -1.21157 0.829 0.219 -0.890
H -0.18602 -1.16584 5.12240 -0.209 -0.031 0.307
H -1.15265 1.41528 -3.53793 0.006 0.419 0.067
H 5.38557 -2.12638 -0.79263 0.082 0.105 0.225
H 0.62053 -6.03712 4.34181 -0.285 0.552 -0.477
H 1.72557 3.00588 -5.90013 0.044 0.072 -0.478
H -1.85363 -1.75323 -5.11278 0.027 -0.281 0.111
H -8.62426 -1.56788 2.92517 0.227 0.240 0.111
H 2.88245 6.52107 3.39516 0.206 0.066 -0.355
C 5.65164 5.18707 4.46911 0.400 -1.522 -0.155
C -2.65140 7.10383 -1.20915 1.626 0.651 0.833
H -8.36720 0.28784 -4.12092 0.577 0.603 0.796
C 6.95300 -2.25205 -7.92053 0.909 -2.543 1.244
H 6.88294 -1.44853 -5.45754 0.482 0.122 0.002
O -2.01771 6.24150 1.05685 2.158 -1.344 0.271
H -3.61210 -0.81920 -2.25133 0.914 -0.121 0.058
O 3.44063 -1.90433 -0.37712 -1.303 1.249 1.545
H 6.40833 -3.83754 -11.60699 0.008 -0.311 -0.665
H -2.78952 5.00494 6.92878 0.251 -0.461 -0.234
H -5.84385 -3.07615 0.62157 0.325 0.342 0.184
H 3.02637 7.71191 0.06541 -0.376 0.258 0.268
C -7.90114 -0.69152 -4.01256 -0.033 0.592 -0.598
O -1.06934 -5.62419 2.29904 0.033 -0.014 -0.043
H 5.51154 -3.51152 -8.70927 -0.445 -0.011 -0.413
C -8.02469 -1.24167 -2.62563 -1.246 1.045 0.710
H -6.40511 -2.45740 4.66628 0.361 0.438 -0.047
C 0.61578 2.33783 -4.54974 1.136 -1.600 0.560
H -8.55712 -1.14866 -4.75337 0.615 -1.196 0.037
H 1.46256 1.78597 -4.14167 0.153 -0.395 0.588
H -1.86129 1.35133 6.87899 0.765 0.697 -0.430
H -9.59689 -0.97858 -1.49009 0.052 -0.136 -0.038
H -1.05302 -3.12757 -2.14311 -0.607 0.287 0.761
H 6.72547 -1.80504 1.36680 0.163 -0.281 -0.153
H 0.09599 2.00451 1.68289 1.289 -0.334 -0.287
H -4.62204 1.35782 2.42484 -0.527 -0.013 -0.843
H 5.82244 -1.23160 4.89037 0.190 -0.252 0.071
H -5.87769 -3.99681 2.92631 0.386 -0.196 -0.130
H 7.44381 6.07421 2.52875 -0.847 0.072 -0.052
H 1.63704 4.41876 3.93766 0.288 0.673 -0.337
H 1.06350 -0.03345 0.50873 0.810 0.868 -0.183
H 0.34344 -7.31137 6.35900 -0.541 0.493 -0.068
C -5.08056 2.38203 -3.17254 0.153 0.929 0.598
H 4.14148 5.58276 2.41013 -0.869 -0.180 -0.442
H 6.78964 -0.11250 1.05476 0.098 0.458 0.806
H -5.45092 1.65927 -2.44552 -0.234 0.308 0.279
H -3.77992 -2.51357 -1.62609 0.076 0.201 0.237
O -7.49224 -3.78867 1.66318 -0.045 0.370 1.326
H 6.27441 4.95575 -1.86470 -0.677 -0.361 0.168
H 8.32233 4.64771 2.31984 0.753 -0.070 -0.309
H 6.25824 6.07574 4.29480 0.169 0.053 -0.523
H -7.60763 3.18426 3.68277 0.442 -0.192 0.559
C 1.00153 4.00042 3.15713 -0.129 0.007 0.742
C 0.21064 1.43060 -0.94692 -0.290 -0.250 0.031
C -2.48051 5.75251 6.19819 -1.109 -0.373 -1.456
H 3.66069 1.92299 -5.77309 -0.443 0.388 0.481
H 5.26607 -0.95096 1.12782 -0.623 0.305 0.752
C 0.11236 0.43434 0.25451 0.393 -0.438 0.340
H -4.07333 -5.44233 -0.06081 0.085 -0.011 -0.711
O 5.52024 1.53062 -6.35203 0.147 0.211 -0.736
H -2.98122 6.13869 2.93597 0.223 -0.300 -0.190
H 6.57652 6.08713 0.22189 -0.244 -0.128 -0.256
H 5.87389 -5.02872 -10.47130 0.117 -0.576 -0.024
H 2.86886 2.41098 4.43941 -0.088 0.649 0.022
H 3.51616 5.41693 -1.51358 0.350 0.088 0.155
C -4.14659 5.83616 0.33693 -2.865 -0.627 0.821
H 3.58828 -1.74741 2.93733 -0.191 -0.261 -0.411
H -0.42255 0.35703 -4.65862 0.317 0.238 -0.502
C 7.40728 5.13298 1.98026 0.769 -0.156 -1.536
H 7.92101 4.87303 -2.16267 0.350 -0.510 -0.742
H -7.77988 -0.72236 5.70790 -0.144 -0.913 0.096
H -0.15735 -1.77723 -0.46624 0.938 0.730 -0.574
H -7.57710 -2.23189 -2.54059 -0.025 -0.219 -0.131
H 3.56416 -4.24466 -1.95472 -0.144 -0.030 0.010
H -0.73675 -9.80016 6.86189 0.039 -0.107 0.897
H -0.56449 -2.65546 -3.61707 -0.107 0.325 -0.714
C -3.74393 -1.87086 -2.50571 -1.331 -0.569 -0.395
C 5.75590 0.41972 -5.50683 1.459 -0.856 -0.805
H 6.61273 3.41255 1.65287 -0.434 -0.351 0.140
C 5.51864 -1.55127 3.89357 -0.210 0.484 0.369
H 5.19284 7.27517 -1.78355 0.230 -0.591 0.079
H -3.05182 2.09134 4.62991 0.270 0.402 0.512
H -2.98784 6.64126 6.57345 0.242 0.366 -0.446
C 4.62012 2.43770 -5.72141 0.183 -1.036 0.206
H -9.19575 -0.20958 4.80390 0.082 0.227 -0.052
H -3.46861 2.89805 -1.62550 0.286 -0.280 -0.435
C 6.23595 -0.86400 1.61759 0.480 -1.496 0.467
H 2.68052 -2.48840 -0.42920 -0.153 0.081 0.030
H -4.01206 4.75451 0.34261 0.853 0.082 -0.749
H -6.50277 -0.85554 -1.26023 0.697 0.265 -0.182
H -6.41949 2.50440 2.47522 0.426 0.398 0.472
H -3.37122 3.70499 -3.29174 0.749 -0.425 0.131
O -7.79527 1.18657 3.12932 -1.199 0.498 -1.418
H 7.00274 3.53386 3.96745 0.226 -0.113 0.846
H -7.11711 0.66656 -1.85740 -0.381 -0.070 -0.309
H -4.73864 5.92782 1.24752 0.332 0.325 0.737
H 5.83795 4.96940 5.52077 0.077 -0.444 -0.005
H 5.25830 -4.30606 -1.45796 -0.127 -0.501 0.097
C 4.30269 -1.64133 -2.52365 0.850 -0.422 -1.199
H -7.84226 -0.27460 -0.56584 -1.063 -0.075 -0.296
H 0.83750 -6.41088 1.69932 0.237 1.241 -0.182
C 3.95748 8.13862 -0.30750 -1.507 -0.730 1.028
H -5.27124 0.77939 -4.64227 -0.155 0.312 0.052
C -6.79337 -2.25181 3.66874 -1.961 -1.357 -1.437
C 0.63733 3.68904 -3.90678 -1.122 0.064 1.712
C -2.24317 -6.53062 -0.80551 -2.064 1.620 -2.228
H -7.36186 1.44247 5.11342 -0.023 0.325 0.146
H -3.42553 -6.14502 -2.69566 -0.327 0.648 0.468
H 7.05066 -3.01597 -7.14916 0.385 -0.517 -0.010
H 4.59178 7.05917 3.00799 -0.021 0.676 0.747
O -9.40971 -1.31417 -2.36982 -1.230 -0.546 0.021
O -1.45935 -8.06998 7.92814 -0.305 -1.094 -2.788
H -2.69368 -9.74434 8.64204 -0.353 0.401 -0.848
H 5.24527 -1.72043 -3.06531 0.245 0.158 -0.092
O 1.15900 2.62455 3.19926 0.850 -1.115 0.693
H -0.89558 1.31629 4.75029 0.543 -0.277 0.167
O -2.67523 -1.60537 -4.63875 -1.305 -0.219 -0.054
C 6.76779 -4.52980 -10.84562 -0.982 1.934 0.773
H -1.27757 1.84733 -5.25804 -0.367 -0.474 -0.036
C 1.93637 -6.37803 -3.55340 -0.237 0.081 0.850
H -1.34512 6.91090 1.20217 0.231 -0.030 0.140
H 4.65325 7.88346 0.49181 0.530 -0.160 -0.436
H -5.17105 5.71518 4.60236 0.374 0.315 0.602
O 3.98122 8.58043 -2.63688 -0.475 0.418 -0.948
C -3.00433 -5.57862 0.10281 -0.663 -0.295 1.763
C -1.20387 -8.83130 6.68523 0.848 0.859 0.370
H 4.84145 -0.04628 -5.13979 -0.311 -0.082 -0.241
H -2.25678 6.28530 -1.81114 -0.719 -0.838 0.402
H 7.57378 -0.13919 -6.58075 0.567 -0.188 0.528
H 5.77096 -2.60136 3.74612 -0.220 -0.228 -0.017
H -4.72883 4.10238 5.24370 -0.165 -0.067 -0.001
H 3.06928 -8.59914 -5.04391 0.419 0.452 0.385
H 2.07421 -6.63113 -6.06115 0.169 -0.075 0.175
H -2.53610 -4.61780 0.31661 0.237 0.329 -1.115
H 2.22871 6.46106 -1.96082 -0.090 0.275 -0.176
C 6.32219 -2.90318 -9.11037 0.067 0.246 -0.501
C 0.41845 -6.89398 3.69911 -0.891 -1.734 1.233
H -7.34109 -4.44173 3.68649 -0.762 0.404 -0.286
H 4.49914 0.41987 3.00573 -0.207 0.783 -0.208
C -0.63085 1.41435 -4.49491 0.170 1.308 0.421
H -4.95764 6.10593 -0.33948 0.329 -0.164 -0.702
H -0.35450 -7.48535 1.72031 -0.850 -0.440 0.766
H -1.16774 -1.34878 -2.57642 0.073 -0.263 0.140
H 3.47697 6.04428 -3.16033 0.044 0.185 0.024
C -6.91741 -3.68514 3.02606 1.485 1.041 -1.609
C 6.05499 3.91691 3.58911 0.997 1.217 0.647
H -4.61170 4.54577 3.53197 0.287 -0.391 -0.116